30
Properties=species:S:1:pos:R:3 method="wB97M-V/def2-TZVPD" relative_energy_kcal_mol=175.05 energy_ha=-704.5812 total_charge=0 lumo_ev=-0.176 homo_lumo_gap_ev=7.5232 smiles="CC(=C/C=N/[N+](=O)[O-])/C=C/N1CCCC1"
C 2.8640 1.1244 0.1124
C 0.4445 1.4967 -0.0787
C 2.7472 -0.2304 0.2754
C 1.7553 1.9361 -0.0307
C -3.2557 -1.3411 -0.5469
C -2.8308 -1.2978 0.9037
C -1.8253 -1.3875 -1.1370
C -1.6739 -0.2262 0.9660
C -0.0807 0.3816 -0.6854
C 2.0512 3.3658 -0.1814
N 1.6353 -0.9634 0.2283
N -1.1866 -0.2394 -0.4104
N 1.6205 -2.2859 0.3090
O 2.5889 -2.9335 -0.0659
O 0.5367 -2.7579 0.6674
H 3.8405 1.5832 0.0737
H -0.2375 2.3241 0.3595
H 3.5754 -0.7910 0.5866
H -3.9010 -2.1078 -0.8149
H -3.6853 -0.3848 -0.7858
H -3.7244 -1.0524 1.4906
H -2.4180 -2.3202 1.1119
H -1.2724 -2.2316 -0.7044
H -1.7061 -1.3715 -2.2145
H -2.0533 0.7330 1.3381
H -0.8314 -0.4745 1.5824
H 0.4656 0.0907 -1.5380
H 2.2069 3.5269 -1.2931
H 2.9962 3.6491 0.3901
H 1.3540 4.1856 0.0918

30
Properties=species:S:1:pos:R:3 method="wB97M-V/def2-TZVPD" relative_energy_kcal_mol=44.03 energy_ha=-663.7375 total_charge=0 lumo_ev=0.140 homo_lumo_gap_ev=11.8623 smiles=CC#N.CC#N.CC#N.CC#N.CC#N
C -18.9074 -6.7825 18.2266
C -20.1165 -6.9046 18.9912
N -21.1168 -7.0266 19.5554
H -19.1009 -5.9473 17.5536
H -18.6757 -7.6835 17.6586
H -18.0193 -6.4773 18.7800
C -15.1323 -18.8851 15.1342
C -14.1190 -19.2753 14.1286
N -13.2856 -19.5421 13.4027
H -15.6009 -19.8098 15.4712
H -15.8876 -18.1952 14.7578
H -14.6083 -18.3250 15.9086
C -7.5566 -5.3610 15.9946
C -8.5326 -5.1843 17.1154
N -9.2589 -4.9890 18.0210
H -7.7868 -4.6958 15.1624
H -7.4423 -6.4036 15.6981
H -6.6204 -5.0286 16.4431
C -14.4395 -12.1780 14.5630
C -13.2561 -11.2677 14.7211
N -12.3261 -10.5377 14.8647
H -15.0684 -11.8389 15.3861
H -14.2072 -13.2293 14.7330
H -14.9521 -12.0105 13.6157
C -12.9755 -5.6214 11.2882
C -13.8690 -5.0005 10.3302
N -14.6176 -4.4814 9.6501
H -12.5749 -4.7717 11.8411
H -12.1167 -6.1842 10.9223
H -13.5031 -6.1843 12.0580

28
Properties=species:S:1:pos:R:3 method="wB97M-V/def2-TZVPD" relative_energy_kcal_mol=27.20 energy_ha=-595.2623 total_charge=0 lumo_ev=0.845 homo_lumo_gap_ev=8.9120 smiles="Cc1ccc(O)cc1.CCC(N)=O"
C 4.4550 0.9533 0.7245
C 0.9273 -1.3321 0.3393
C 1.9082 -1.4466 -0.6112
C 1.0425 -0.5035 1.4575
C 3.0814 -0.6886 -0.3989
C 2.2760 0.0147 1.7761
C 3.3137 -0.0117 0.8190
O -0.1293 -2.2184 0.3648
H -0.5756 -2.1826 1.2137
H 1.9125 -1.9712 -1.5633
H 0.2146 -0.4027 2.1676
H 3.7481 -0.4874 -1.2355
H 2.3549 0.4796 2.7553
H 5.4302 0.3801 0.6546
H 4.6739 1.5659 1.5966
H 4.4625 1.5450 -0.1957
C -3.4612 -0.1907 -0.7785
C -4.8430 0.4333 -0.6662
C -2.2666 0.6679 -0.3046
O -1.9638 0.9310 0.8341
N -1.5960 1.2697 -1.3583
H -3.2392 -1.1256 -0.2671
H -3.2808 -0.3998 -1.8442
H -5.4425 0.0889 -1.5115
H -0.9885 2.0442 -1.1573
H -1.7731 0.9873 -2.3016
H -4.7809 1.5268 -0.6452
H -5.4604 0.0734 0.1359

29
Properties=species:S:1:pos:R:3 method="wB97M-V/def2-TZVPD" relative_energy_kcal_mol=41.16 energy_ha=-670.4600 total_charge=0 lumo_ev=0.596 homo_lumo_gap_ev=9.2397 smiles="CCOc1cccc(O)c1C(C)=O.N"
C -2.4512 -1.8383 -1.2310
C -2.9747 -0.9779 -0.1288
C -1.2669 0.4623 0.3323
C -1.7207 1.6722 -0.0738
C -0.9226 2.6976 -0.5167
C 0.4491 2.5846 -0.2031
C 0.9559 1.3150 0.1058
C 0.1078 0.1718 0.3110
C 0.7517 -1.1304 0.6312
C 1.6651 -1.1872 1.8738
H 3.5390 -1.9927 -2.0154
H 2.8048 -0.5694 -1.8479
H 4.3937 -0.6672 -1.8507
H -1.8080 -2.5637 -0.8968
H -3.3051 -2.3302 -1.6786
H -1.8786 -1.3346 -2.0651
H -3.3890 -0.0809 -0.6548
H -3.7243 -1.4865 0.5443
H -2.7465 1.9032 0.1363
H -1.2319 3.6366 -0.9562
H 1.0551 3.5297 -0.2555
H 2.7062 1.8880 -0.1960
H 1.3257 -2.0500 2.5885
H 1.6463 -0.2552 2.5162
H 2.6981 -1.2779 1.4368
N 3.5824 -1.1062 -1.4818
O -2.1261 -0.4372 0.8154
O 2.2751 1.1473 0.2978
O 0.5106 -2.1131 0.0073

30
Properties=species:S:1:pos:R:3 method="wB97M-V/def2-TZVPD" relative_energy_kcal_mol=136.85 energy_ha=-1068.4811 total_charge=0 lumo_ev=0.314 homo_lumo_gap_ev=8.9900 smiles="CC1(C)C(=O)[C@@]2(C[S@@]3(=O)=NO3)CC[C@@H]1C2"
C -1.2113 1.2818 -0.3152
C 0.1509 1.7656 -0.8321
C 0.4212 0.6516 1.2749
C 2.6569 1.3743 -0.0591
C -0.8113 0.0534 0.5820
C 1.2014 0.8852 -0.0727
C -0.1620 -1.1115 -0.2496
C 1.1194 -0.4960 -0.6921
C 0.3314 -2.3091 0.7130
C -1.2859 -1.5133 -1.2589
N 4.7532 -0.5942 -0.7197
O 3.2803 -0.7747 1.3908
O 5.1442 0.5126 0.3706
O 2.0466 -1.0220 -1.3117
S 3.6808 -0.1145 0.2533
H -1.6860 2.0029 0.3718
H -1.8330 1.1741 -1.1534
H 0.4366 1.3618 -1.8299
H 0.3614 2.8890 -0.7007
H 0.1347 1.5349 1.6960
H 0.8515 0.0013 1.9724
H 3.0137 1.7625 -0.9131
H 2.8769 2.1768 0.7781
H -1.5970 -0.1734 1.3121
H 1.2287 -2.0155 1.3138
H 0.6427 -3.1381 0.1587
H -0.4287 -2.4595 1.5633
H -2.2243 -1.4594 -0.5975
H -1.2843 -2.5323 -1.6581
H -1.4351 -0.6709 -1.9104

31
Properties=species:S:1:pos:R:3 method="wB97M-V/def2-TZVPD" relative_energy_kcal_mol=43.74 energy_ha=-1466.7971 total_charge=0 lumo_ev=0.319 homo_lumo_gap_ev=8.6750 smiles="CCN(CC)c1ccc(SS(=O)(=O)O)cc1"
O -1.6196 2.5657 -3.0410
O -2.1099 2.0398 -5.3096
O -0.4964 3.7607 -4.7847
S 0.4153 1.0807 -4.3178
C 1.5961 0.3422 -1.8434
C -0.7143 -0.0803 -2.0084
C 1.6514 -0.1582 -0.5382
C -0.6378 -0.4807 -0.7389
C 0.4676 0.4198 -2.6042
C 0.4166 -0.5034 0.1660
N 0.5314 -0.9594 1.4714
C -0.3505 1.1037 2.6330
C 0.2276 -3.0156 3.0656
C 0.7337 0.1178 2.5207
C -0.2434 -2.1665 1.7975
S -1.0954 2.2982 -4.3818
H -0.5012 4.1782 -3.9198
H 2.5235 0.5959 -2.3081
H -1.7053 -0.0179 -2.5059
H 2.6495 -0.1153 -0.1006
H -1.5638 -0.8635 -0.2964
H 0.0263 1.8586 3.3155
H -0.7157 1.6330 1.7781
H -1.2085 0.7118 3.1149
H -0.4137 -3.8973 2.9766
H 1.2742 -3.4579 2.9182
H -0.0594 -2.5026 4.0439
H 1.7123 0.6466 2.3843
H 0.8366 -0.4189 3.4962
H -1.3560 -1.9022 1.9849
H -0.2712 -2.8130 1.0319

33
Properties=species:S:1:pos:R:3 method="wB97M-V/def2-TZVPD" relative_energy_kcal_mol=0.00 energy_ha=-1617.3123 total_charge=0 lumo_ev=-0.014 homo_lumo_gap_ev=9.9945 smiles="CC(C)CS(=O)(=O)c1cccc(OS(C)(=O)=O)n1"
O 1.4298 -0.9731 -2.3626
O 2.3703 -1.9253 -0.2869
O -1.9632 2.6152 1.3402
O -1.5420 0.5623 2.5525
N 1.2015 0.9019 -0.0011
O 3.2453 0.3783 -1.1284
C 2.5325 0.9456 -0.0934
C 0.5560 1.4657 1.0527
C 3.2822 1.6215 0.8830
C 1.2691 2.0899 2.0928
C 2.6571 2.1845 1.9961
C -4.0716 -0.6947 -1.1084
C -3.0127 -1.6175 0.8924
C -3.2832 -0.3345 0.1134
C 3.9250 -1.8195 -2.4130
C -1.9590 0.4290 -0.2052
S 2.5785 -1.0877 -1.4774
S -1.3083 1.2887 1.2668
H 4.3690 1.7014 0.7323
H 0.7494 2.5426 2.9230
H 3.1885 2.7917 2.6922
H -3.5268 -1.4755 -1.7010
H -4.2992 0.2120 -1.6885
H -4.9850 -1.1627 -0.7543
H -3.9468 -2.0053 1.3135
H -2.3273 -1.4791 1.7342
H -2.5117 -2.3436 0.2556
H -3.9248 0.3410 0.7040
H 4.0170 -1.3493 -3.3941
H 4.8482 -1.7570 -1.8389
H 3.6943 -2.8863 -2.5594
H -2.0343 1.1381 -1.0237
H -1.2178 -0.2981 -0.5083

28
Properties=species:S:1:pos:R:3 method="wB97M-V/def2-TZVPD" relative_energy_kcal_mol=97.60 energy_ha=-1132.3874 total_charge=0 lumo_ev=0.040 homo_lumo_gap_ev=8.2907 smiles="C[C@H](S)C/N=[Si](/C)c1ccccc1"
C -3.3429 2.1914 0.1230
C -3.8596 0.8764 0.1246
C -1.9753 2.3763 0.1365
C -2.9805 -0.1836 -0.0533
C -1.1319 1.3210 -0.1092
C -1.6542 0.0299 -0.3364
C 2.4519 -0.6452 -0.9589
C 3.2023 0.2590 -0.0539
C 2.8217 -0.0073 1.3483
C -0.7882 -3.2121 -0.3643
N 1.3242 -1.4274 -0.4574
Si -0.3245 -1.4111 -0.4467
S 2.9999 2.0994 -0.4096
H -3.8786 3.0476 0.1779
H -4.9027 0.7119 0.2248
H -1.5696 3.3279 0.0064
H -3.3339 -1.3055 -0.0470
H -0.0377 1.4357 -0.1169
H 1.9382 0.0479 -1.6446
H 3.1378 -1.4338 -1.3585
H 4.3286 0.1938 -0.2073
H 3.2123 0.7744 2.0215
H 3.1119 -0.9828 1.6897
H 1.7083 0.1276 1.5211
H -1.7057 -3.4437 -0.8124
H 0.0871 -3.6597 -1.0279
H -0.8251 -3.5853 0.6224
H 1.9865 2.4774 0.4081

Repeat the eighth record exactly.
28
Properties=species:S:1:pos:R:3 method="wB97M-V/def2-TZVPD" relative_energy_kcal_mol=97.60 energy_ha=-1132.3874 total_charge=0 lumo_ev=0.040 homo_lumo_gap_ev=8.2907 smiles="C[C@H](S)C/N=[Si](/C)c1ccccc1"
C -3.3429 2.1914 0.1230
C -3.8596 0.8764 0.1246
C -1.9753 2.3763 0.1365
C -2.9805 -0.1836 -0.0533
C -1.1319 1.3210 -0.1092
C -1.6542 0.0299 -0.3364
C 2.4519 -0.6452 -0.9589
C 3.2023 0.2590 -0.0539
C 2.8217 -0.0073 1.3483
C -0.7882 -3.2121 -0.3643
N 1.3242 -1.4274 -0.4574
Si -0.3245 -1.4111 -0.4467
S 2.9999 2.0994 -0.4096
H -3.8786 3.0476 0.1779
H -4.9027 0.7119 0.2248
H -1.5696 3.3279 0.0064
H -3.3339 -1.3055 -0.0470
H -0.0377 1.4357 -0.1169
H 1.9382 0.0479 -1.6446
H 3.1378 -1.4338 -1.3585
H 4.3286 0.1938 -0.2073
H 3.2123 0.7744 2.0215
H 3.1119 -0.9828 1.6897
H 1.7083 0.1276 1.5211
H -1.7057 -3.4437 -0.8124
H 0.0871 -3.6597 -1.0279
H -0.8251 -3.5853 0.6224
H 1.9865 2.4774 0.4081